59
Properties=species:S:1:pos:R:3:forces:R:3:lowdin_charge:R:1 method="wB97M-V/def2-TZVPD" energy_ha=-7070.5741 homo_lumo_gap_ev=4.7 charge=-2
Pt -3.01082 -1.64710 -3.21520 0.08 0.33 -0.40 0.779
C -4.13633 -0.75269 -2.11901 -0.03 -0.45 0.41 -0.682
O -0.80361 0.24889 0.25268 0.09 -0.78 0.43 -0.149
C 0.47040 0.17897 0.56408 0.67 0.97 -0.19 -0.291
C 1.19767 -0.95911 0.91370 -0.10 -0.02 -0.04 -0.063
C 2.56964 -0.89415 1.15497 -0.02 -0.07 0.01 -0.681
Br 3.46675 -2.52702 1.59103 0.00 0.02 0.00 0.669
C 3.28691 0.26199 1.08632 -0.03 0.08 -0.01 -0.114
C 2.59163 1.44139 0.75725 0.04 -0.02 0.03 -0.087
C 1.22438 1.40679 0.49954 -0.18 -0.12 -0.02 -0.174
O 0.60719 2.55079 0.14661 0.10 -0.08 -0.02 0.023
C 3.36715 2.68602 0.70872 0.01 0.02 0.00 -0.241
N 4.66220 2.77597 0.94078 -0.02 -0.02 -0.02 0.156
C 4.95855 4.11324 0.80035 -0.01 0.01 0.00 -0.244
C 6.17377 4.78435 0.93142 0.01 0.00 0.00 -0.039
C 6.19269 6.15444 0.73477 0.00 -0.01 0.00 -0.130
C 5.02566 6.86144 0.41119 -0.01 0.00 0.00 -0.130
C 3.80852 6.21418 0.27557 0.00 0.01 0.00 -0.033
C 3.79673 4.83909 0.47468 0.01 0.01 0.00 -0.192
N 2.80210 3.89869 0.42056 -0.03 -0.03 0.02 0.177
H -1.30012 -0.97355 0.33090 0.62 1.43 0.20 -0.006
H -5.21359 -0.63276 -2.05446 0.00 0.06 -0.08 0.040
H -3.08792 2.58966 -0.95406 0.13 0.06 -0.20 0.070
H 0.71796 -1.91440 1.01733 -0.05 -0.04 -0.02 0.067
H 4.34800 0.30630 1.27607 0.00 0.00 0.00 0.092
H -0.38953 2.55624 0.18398 -0.06 -0.02 -0.02 0.064
H 7.07320 4.23572 1.18160 0.00 0.00 0.00 0.100
H 7.12648 6.69554 0.83223 0.00 0.00 0.00 0.084
H 5.07713 7.93352 0.26485 0.00 0.00 0.00 0.085
H 2.90515 6.75646 0.02664 0.00 0.00 0.00 0.104
H 1.80912 3.98423 0.23699 0.04 0.01 -0.01 0.144
Cl -5.82294 2.22550 2.48713 -0.28 0.04 0.11 0.425
C -4.24354 1.69700 1.96491 0.03 0.05 -0.41 -0.969
Cl -3.15296 0.01246 -1.04506 -0.30 0.43 -0.17 0.901
Cl -3.07900 2.30434 3.05003 0.23 -0.04 0.33 0.541
C -2.95185 3.18428 -0.02400 0.33 -0.16 -0.17 -0.631
O -4.01671 3.48294 0.56298 -0.18 0.06 0.24 -0.186
O -1.77861 3.43861 0.30749 -0.37 0.11 0.06 -0.080
O -2.66231 -0.81067 -5.76271 0.18 0.11 0.21 -0.471
S -3.80434 -1.58854 -6.22478 0.00 -0.28 -0.03 0.109
O -5.08300 -0.93228 -6.13672 0.03 0.09 -0.07 -0.393
O -3.55754 -2.38317 -7.39948 -0.12 -0.06 0.03 -0.379
S -3.92184 -3.08000 -4.59968 -0.14 0.00 -0.02 0.246
O -2.24787 -4.45833 3.83127 0.01 -0.05 0.07 -0.303
S -1.10992 -4.26489 2.97681 -0.13 0.24 -0.20 0.641
O 0.19791 -4.49162 3.51200 0.11 -0.03 0.07 -0.299
N -1.20847 -2.78400 2.25178 0.07 -0.17 0.27 0.028
C -1.44699 -2.91801 0.99025 -0.67 0.22 -0.61 -0.445
O -1.66452 -1.97357 0.13447 -0.09 -1.71 0.15 -0.012
C -1.53639 -4.31255 0.46537 0.09 -0.11 0.09 -0.124
C -1.74995 -4.74253 -0.83121 0.00 -0.03 0.03 0.001
C -1.75320 -6.11246 -1.06560 0.00 0.01 -0.01 -0.067
C -1.54161 -7.01583 -0.02743 0.00 -0.01 0.01 -0.079
C -1.32685 -6.57570 1.27480 -0.02 0.00 -0.01 -0.038
C -1.33536 -5.21407 1.48839 0.02 -0.03 -0.03 -0.209
H -1.90610 -4.02911 -1.62983 0.00 0.00 0.00 0.078
H -1.91597 -6.48178 -2.06997 0.00 0.00 0.00 0.103
H -1.54076 -8.07784 -0.23876 0.00 0.00 0.00 0.099
H -1.15633 -7.27129 2.08552 0.00 0.00 0.00 0.117